Record 1
Formula: C4H8O3
Source: OMol25
Level of theory: ωB97M-V/def2-TZVPD

- SMILES string: O=C(O)CCCO
- Energy relative to the best compared isomer or geometry (same formula, charge and spin): 1.982 eV
- Maximum force: 0.11240 Eh/bohr
- Calculated total energy: -382.891992 a.u.
- HOMO level: -10.364 eV
- HOMO-LUMO gap: 11.01 eV

ORCA input file:
```
! wB97M-V def2-TZVPD RIJCOSX def2/J DEFGRID3
* xyz 0 1
O 2.5173 0.2320 0.3918
C 1.4770 -0.3633 0.7267
O 1.4378 -1.6234 1.3173
C 0.1668 0.1617 0.7558
C -0.5306 0.2723 -0.6242
C -1.9991 0.7741 -0.5870
O -2.5903 0.6232 -1.8596
H 2.3114 -1.9231 1.5153
H -0.4241 -0.4999 1.4657
H -0.0899 1.0365 1.4009
H -0.3175 -0.6218 -1.1891
H 0.0213 0.9814 -1.2354
H -2.0538 1.9002 -0.3127
H -2.7257 0.5197 0.1626
H -2.3242 -0.3157 -2.2310
*
```

Let us look at the Mulliken charges, expressed in e, one per atom:
1 O -0.558
2 C 0.247
3 O -0.430
4 C -0.446
5 C -0.527
6 C -0.534
7 O -0.537
8 H 0.335
9 H 0.329
10 H 0.384
11 H 0.468
12 H 0.304
13 H 0.263
14 H 0.373
15 H 0.328

***

Record 2
Formula: C4H8O3
Source: OMol25
Level of theory: ωB97M-V/def2-TZVPD

- Energy relative to the best compared isomer or geometry (same formula, charge and spin): 9.658 eV
- Maximum force: 0.07303 Eh/bohr
- Calculated total energy: -382.609886 a.u.
- HOMO level (spin up / spin down): -8.350 / -9.465 eV
- HOMO-LUMO gap (spin up / spin down): 7.77 / 8.83 eV

ORCA input file:
```
! wB97M-V def2-TZVPD RIJCOSX def2/J DEFGRID3
* xyz 0 1
C -0.4736 -0.1696 0.5246
C 1.8923 -0.7581 -0.1629
C 0.8494 0.3224 -0.0764
C 1.1883 1.6327 -0.1032
O -2.4857 -0.4057 -0.6187
O -0.9253 0.3895 -0.6553
O -3.7109 -0.1808 -0.0075
H -4.0381 -1.0784 0.1726
H -0.7994 0.2870 1.4617
H -0.5867 -1.2596 0.5101
H 2.7394 -0.4467 -0.7710
H 2.2663 -1.0032 0.8325
H 1.4654 -1.6691 -0.5798
H 2.1917 1.9474 -0.3478
H 0.4270 2.3921 -0.1788
*
```

Let us look at the Mulliken charges, expressed in e, one per atom:
1 C -0.312
2 C -1.324
3 C 0.979
4 C -0.998
5 O -0.218
6 O -0.303
7 O -0.319
8 H 0.335
9 H 0.287
10 H 0.196
11 H 0.377
12 H 0.294
13 H 0.365
14 H 0.322
15 H 0.319

***

Record 3
Formula: C4H8O3
Source: OMol25
Level of theory: ωB97M-V/def2-TZVPD

- Energy relative to the best compared isomer or geometry (same formula, charge and spin): 4.517 eV
- Maximum force: 0.09663 Eh/bohr
- Calculated total energy: -382.798815 a.u.
- HOMO level: -7.734 eV
- HOMO-LUMO gap: 8.50 eV

ORCA input file:
```
! wB97M-V def2-TZVPD RIJCOSX def2/J DEFGRID3
* xyz 0 1
C -2.3343 -0.8543 -0.0608
C -0.5323 1.5439 -0.2068
C 0.5919 -1.3079 -0.9277
C -0.4463 0.2662 0.5472
O -3.0892 -0.4327 -0.8795
O -0.5898 0.3773 1.9431
O 0.5823 -0.7016 0.2930
H -2.5800 -1.8600 0.5349
H -1.4109 2.1558 0.1777
H 0.3895 2.1685 0.0030
H -0.7525 1.4295 -1.1978
H 1.0469 -2.3778 -0.8514
H 1.1399 -0.7038 -1.6591
H -0.3624 -1.5900 -1.4294
H -0.1474 -0.2795 2.3850
*
```

Let us look at the Mulliken charges, expressed in e, one per atom:
1 C 0.023
2 C -1.152
3 C -0.667
4 C 0.674
5 O -0.429
6 O -0.498
7 O -0.391
8 H 0.262
9 H 0.324
10 H 0.321
11 H 0.398
12 H 0.248
13 H 0.281
14 H 0.291
15 H 0.316